Record 1
C18H39F2NO3Si2 | the ωB97M-V functional and the def2-TZVPD basis

```
! wB97M-V def2-TZVPD RIJCOSX def2/J DEFGRID3
* xyz 0 1
C 0.9599 1.1072 1.0589
C 1.7471 0.9582 -0.2436
C 1.1312 0.0203 -1.2992
C -0.1178 0.6520 -1.9366
Si 0.8517 -1.7638 -0.7732
C 2.4947 -2.6879 -0.8784
C 3.5432 -2.3771 0.1767
C 4.6944 -3.3717 0.1618
F 2.9746 -2.4287 1.4553
O 0.2297 -1.9321 0.7585
Si -1.3360 -1.8694 1.1967
F -1.4396 -0.8037 2.3995
N -2.3312 -1.4720 -0.1143
C -3.5961 -1.5848 -0.1137
C -4.4868 -0.9714 0.9355
C -4.3101 -2.3582 -1.1831
H 1.2244 0.2953 1.7384
H 1.2273 2.0273 1.5765
H -0.1186 1.0373 0.9156
H 2.7799 0.6727 -0.0265
H 1.8098 1.9484 -0.7117
H 1.8728 -0.0606 -2.1067
H 0.1487 1.6385 -2.3282
H -0.9379 0.7669 -1.2276
H -0.4539 0.0617 -2.7902
H -0.0337 -2.4297 -1.7546
H 2.3048 -3.7634 -0.9358
H 2.9126 -2.3674 -1.8401
H 3.9527 -1.3744 0.0230
H 4.3944 -4.2431 0.7465
H 5.5895 -2.9628 0.6292
H 4.9204 -3.6964 -0.8531
H -1.7582 -3.1544 1.7697
H -5.4429 -0.6797 0.5019
H -3.9979 -0.1410 1.4371
H -4.6909 -1.7490 1.6810
H -3.6764 -3.1550 -1.5629
H -5.2169 -2.7926 -0.7578
H -4.6060 -1.7019 -2.0076
C -3.3816 2.0932 -3.8778
C -4.8984 2.2497 -3.9751
C -5.3175 0.8743 -4.4805
O -4.3682 -0.0520 -3.9501
C -3.2516 0.6536 -3.3993
H -2.9076 2.8035 -3.2021
H -2.9292 2.2069 -4.8651
H -5.3203 2.4348 -2.9849
H -5.2164 3.0546 -4.6359
H -5.2833 0.8259 -5.5740
H -6.3172 0.5845 -4.1543
H -3.2972 0.5936 -2.3059
H -2.3316 0.1711 -3.7284
C 4.2011 1.3785 5.1020
C 4.9990 2.4743 4.3969
C 4.0518 2.8605 3.2673
O 2.7310 2.6515 3.7631
C 2.7784 1.9099 4.9821
H 4.5013 1.2102 6.1352
H 4.2990 0.4357 4.5597
H 5.1523 3.3209 5.0695
H 5.9726 2.1460 4.0357
H 4.2044 2.2220 2.3892
H 4.1537 3.9016 2.9580
H 2.5347 2.5817 5.8126
H 2.0278 1.1197 4.9452
*
```

Output
HOMO-LUMO gap	0.3592	Eh
LUMO	0.75	eV

natural (NBO) population analysis, charges in e, atoms 1 to 5:
1. C -0.624
2. C -0.388
3. C -0.689
4. C -0.602
5. Si 1.713


Record 2
C18H39FN2O11PS | the ωB97M-V functional and the def2-TZVPD basis

```
! wB97M-V def2-TZVPD RIJCOSX def2/J DEFGRID3
* xyz 1 1
C -0.5343 -5.8002 -2.4628
O 0.6104 -5.1695 -1.9211
C 1.0479 -4.0165 -2.6227
C 1.6653 -3.0214 -1.6242
C 0.9601 -1.6575 -1.5399
C -0.2323 -1.5467 -0.5773
C -1.0484 -0.2566 -0.9026
N -2.2035 -0.3588 -1.7538
C -1.0857 -2.7986 -0.5509
O -1.9998 -2.6811 0.5350
C -1.3691 -2.9820 1.7626
P -1.4042 -4.7923 2.1801
S -0.5369 -5.2464 3.8400
C 0.0479 -2.3926 1.8866
F 1.0395 -3.2930 1.6973
N 0.3011 -1.3229 0.8587
H -1.2902 -5.0675 -2.7788
H -0.9624 -6.4376 -1.6860
H -0.2830 -6.4284 -3.3260
H 1.8114 -4.3136 -3.3509
H 0.2062 -3.5768 -3.1795
H 2.7077 -2.8415 -1.9030
H 1.7005 -3.5248 -0.6527
H 0.5614 -1.4046 -2.5315
H 1.6844 -0.8664 -1.3069
H -1.3685 0.2184 0.0309
H -0.3339 0.4216 -1.3857
H -2.0121 -0.7716 -2.6579
H -2.9797 -0.8319 -1.3080
H -1.6485 -2.8973 -1.4822
H -0.4789 -3.7053 -0.4420
H -1.9890 -2.5208 2.5416
H -2.7862 -5.0171 2.1470
H -0.9276 -5.3852 0.9983
H 0.1746 -1.9388 2.8705
H -0.0538 -0.4349 1.2322
H 1.3186 -1.2172 0.8073
C -0.9411 3.7031 -0.4010
O 0.0538 4.2865 0.4425
C 0.6598 3.3963 1.2254
O 0.4514 2.1976 1.2191
O 1.5241 4.0275 1.9956
C 2.2683 3.2015 2.9015
H -1.3618 4.4864 -1.0216
H -0.4645 2.9386 -1.0126
H -1.7216 3.2506 0.2088
H 2.8677 2.4778 2.3530
H 1.5970 2.6923 3.5902
H 2.9223 3.8738 3.4461
C 6.1667 6.7092 1.9170
O 7.2309 5.8349 1.5254
C 7.1148 4.5876 1.9664
O 6.2114 4.1573 2.6393
O 8.1664 3.8928 1.5408
C 8.1865 2.5256 1.9586
H 6.4079 7.6747 1.4845
H 5.2150 6.3515 1.5285
H 6.1157 6.7865 3.0012
H 7.3149 1.9961 1.5774
H 8.2107 2.4568 3.0443
H 9.0936 2.1041 1.5374
C -8.5234 0.0669 -0.3336
O -8.0934 0.5576 -1.6089
C -6.8000 0.8378 -1.6905
O -5.9866 0.7027 -0.8087
O -6.5418 1.2853 -2.9184
C -5.1813 1.6710 -3.1204
H -9.5893 -0.1095 -0.4333
H -8.0107 -0.8614 -0.0892
H -8.3363 0.8062 0.4424
H -4.5181 0.8300 -2.9276
H -4.9145 2.4976 -2.4639
H -5.1031 1.9839 -4.1569
*
```

Output
HOMO-LUMO gap	0.3339	Eh
LUMO	-2.65	eV

Löwdin population analysis, charges in e, atoms 1 to 5:
1. C -0.099
2. O -0.212
3. C -0.212
4. C -0.138
5. C -0.114


Record 3
C18H39N15O8 | the ωB97M-V functional and the def2-TZVPD basis

```
! wB97M-V def2-TZVPD RIJCOSX def2/J DEFGRID3
* xyz 0 1
O 4.4992 4.0610 0.9740
C 4.5742 4.9842 -0.0214
C 5.3071 6.1912 0.2100
C 5.4492 7.1174 -0.8315
C 4.7297 6.8780 -2.0194
O 4.7202 7.8492 -3.0215
C 4.0949 5.6844 -2.2619
C 4.1147 4.6821 -1.2629
H 4.8372 4.3097 1.8375
H 5.8468 6.3809 1.1260
H 5.9896 8.0429 -0.6977
H 4.7492 7.5366 -3.9287
H 3.6510 5.4955 -3.2282
H 3.5887 3.7602 -1.4626
N 0.1629 -6.3196 0.6385
C 0.1907 -6.5224 1.9512
N -0.3992 -5.4890 2.5932
O 0.4780 -7.5657 2.5502
H -0.0031 -7.1172 0.0415
H -0.0803 -5.4270 0.2332
H -0.6794 -4.7712 1.9403
H -0.4691 -5.6390 3.5896
N -2.0682 -0.3495 -5.5736
C -3.0042 -0.4120 -6.5424
N -2.9606 0.6705 -7.3579
O -3.8551 -1.2687 -6.6206
H -1.9993 -1.1641 -4.9806
H -1.2882 0.2911 -5.5369
H -2.2102 1.3446 -7.3067
H -3.5792 0.7799 -8.1488
N -3.9572 -5.3583 -3.1390
C -4.8511 -6.1398 -2.6310
N -5.5682 -6.5365 -3.6039
O -4.8766 -6.4821 -1.4492
H -3.2294 -5.0958 -2.4899
H -4.0677 -4.9456 -4.0542
H -5.7204 -5.9661 -4.4234
H -6.2429 -7.2698 -3.4391
N -2.3600 6.2487 2.5925
C -1.4944 5.3234 2.4928
N -0.3180 5.5967 2.9469
O -1.7387 4.2343 1.9758
H -2.3578 7.0630 3.1900
H -3.1944 5.8991 2.1435
H 0.3667 4.8829 2.7429
H -0.1381 6.4945 3.3731
N 6.2988 -3.1882 2.2732
C 5.9863 -2.0801 1.6809
N 6.1809 -1.1686 2.5392
O 5.5064 -2.0222 0.5406
H 6.2073 -4.0218 1.7103
H 6.5155 -3.1172 3.2571
H 5.7718 -0.3010 2.2230
H 6.5278 -1.2177 3.4865
N 0.3782 -0.6708 0.6448
C -0.7922 -1.0617 0.1436
N -1.7564 -0.2197 0.1562
O -0.9987 -2.1764 -0.3640
H 0.5596 0.2463 1.0270
H 1.1455 -1.3217 0.5564
H -2.5912 -0.3254 -0.4024
H -1.6531 0.6669 0.6287
C 3.3504 -2.7679 6.2496
C 3.2795 -4.2055 6.4842
N 3.1730 -5.3133 6.7799
H 4.4307 -2.6226 6.2384
H 2.9656 -2.1544 7.0642
H 2.9309 -2.3883 5.3180
C -5.6554 -2.6688 3.2744
C -7.0153 -2.2472 3.6598
N -8.1025 -1.8725 4.0006
H -4.8906 -2.2004 3.8938
H -5.3706 -2.5297 2.2315
H -5.5527 -3.7467 3.3997
C -3.4087 3.9135 -3.1937
C -3.8962 4.4603 -4.4653
N -4.1529 4.9523 -5.4526
H -2.7595 3.0714 -3.4336
H -4.2690 3.5822 -2.6122
H -2.9821 4.7544 -2.6469
*
```

Output
HOMO-LUMO gap	0.3040	Eh
SMILES	Oc1ccc(O)cc1.NC(N)=O.NC(N)=O.NC(N)=O.NC(N)=O.NC(N)=O.NC(N)=O.CC#N.CC#N.CC#N
LUMO	-0.37	eV

Löwdin population analysis, charges in e, atoms 1 to 5:
1. O 0.034
2. C -0.338
3. C -0.006
4. C -0.003
5. C -0.317